100
Properties=species:S:1:pos:R:3 method="wB97M-V/def2-TZVPD" energy_ev=-65964.943 smiles="C[C@@H](F)OC(=O)N(CCCO)P(=O)(O)O.CCO.CCO.CCO.CCO.CCO.CCO.CCO.CCO" max_force_ev_per_a=3.34 homo_lumo_gap_ev=10.32
C 1.745 -1.360 1.275
C 0.813 -1.118 0.069
F 1.276 -1.939 -0.948
O -0.528 -1.524 0.279
C -1.169 -0.746 1.199
O -1.085 -1.003 2.337
N -1.965 0.344 0.706
C -1.872 1.544 1.571
C -0.454 2.212 1.491
C -0.288 3.007 0.152
O 1.034 3.563 0.129
P -3.551 -0.117 0.343
O -3.523 -1.301 -0.538
O -4.406 -0.517 1.654
O -4.310 1.061 -0.465
H 1.606 -0.558 2.025
H 2.794 -1.356 0.936
H 1.529 -2.333 1.727
H 0.916 -0.076 -0.292
H -2.570 2.312 1.185
H -2.081 1.332 2.634
H 0.321 1.421 1.557
H -0.402 2.916 2.341
H -1.010 3.839 0.079
H -0.485 2.342 -0.726
H 1.641 2.810 0.154
H -4.981 -1.251 1.369
H -4.305 0.799 -1.402
C -7.756 1.092 -4.152
C -6.490 1.564 -3.464
O -5.360 1.385 -4.315
H -7.671 0.039 -4.427
H -8.626 1.218 -3.503
H -7.925 1.651 -5.075
H -6.313 0.988 -2.554
H -6.564 2.623 -3.194
H -5.512 1.902 -5.115
C -4.467 5.335 -6.327
C -4.114 3.897 -6.654
O -5.271 3.178 -7.084
H -5.228 5.373 -5.545
H -3.588 5.886 -5.989
H -4.882 5.840 -7.203
H -3.720 3.390 -5.772
H -3.358 3.853 -7.443
H -5.614 3.619 -7.869
C -6.799 -2.883 -2.705
C -6.776 -2.675 -1.204
O -6.886 -1.288 -0.887
H -5.980 -2.337 -3.177
H -6.707 -3.942 -2.955
H -7.730 -2.502 -3.134
H -5.838 -3.035 -0.783
H -7.601 -3.213 -0.724
H -7.720 -0.969 -1.251
C -1.104 -0.221 -4.181
C -1.035 -0.087 -2.672
O -1.116 1.292 -2.287
H -0.291 0.336 -4.652
H -1.035 -1.267 -4.482
H -2.041 0.193 -4.563
H -0.093 -0.480 -2.297
H -1.852 -0.635 -2.196
H -1.956 1.634 -2.615
C -0.555 -1.562 6.522
C 0.100 -0.229 6.211
O 0.839 -0.304 4.998
H 0.198 -2.347 6.606
H -1.118 -1.514 7.457
H -1.236 -1.854 5.718
H 0.793 0.050 7.004
H -0.655 0.560 6.118
H 0.221 -0.541 4.295
C 5.494 -4.538 2.350
C 4.858 -3.212 2.720
O 3.465 -3.222 2.410
H 5.359 -4.742 1.287
H 6.562 -4.537 2.576
H 5.021 -5.359 2.896
H 5.318 -2.400 2.157
H 4.981 -3.005 3.788
H 3.060 -3.936 2.916
C 7.539 0.085 -0.577
C 7.096 0.034 0.873
O 7.823 -0.961 1.587
H 7.389 -0.885 -1.055
H 6.979 0.841 -1.132
H 8.604 0.317 -0.648
H 6.038 -0.218 0.940
H 7.252 1.004 1.359
H 8.759 -0.732 1.536
C 9.400 -0.840 4.731
C 10.614 0.063 4.659
O 10.676 0.718 3.392
H 9.433 -1.587 3.937
H 9.346 -1.352 5.694
H 8.482 -0.263 4.590
H 11.530 -0.516 4.777
H 10.583 0.822 5.447
H 9.870 1.238 3.296

95
Properties=species:S:1:pos:R:3 method="wB97M-V/def2-TZVPD" energy_ev=-45578.133 smiles=COC[C@H](C)N.COC[C@H](C)N.COC[C@H](C)N.COC[C@H](C)N.COC[C@H](C)N.OCCO max_force_ev_per_a=6.03 de_lowest_kj_mol=617.14 homo_lumo_gap_ev=9.12
C -0.828 7.654 -1.950
O -0.027 6.493 -1.788
C -0.478 5.536 -0.876
C 0.432 4.301 -0.719
C 0.733 3.559 -2.009
N -0.103 3.370 0.194
H -0.952 8.133 -0.952
H -1.769 7.368 -2.362
H -0.341 8.343 -2.677
H -0.615 6.076 0.040
H -1.488 5.343 -1.137
H 1.400 4.652 -0.319
H 0.968 4.221 -2.885
H -0.089 2.933 -2.340
H 1.623 2.870 -1.684
H -0.460 3.984 0.914
H -0.982 3.019 -0.164
C -5.032 0.327 1.774
O -3.874 0.594 1.042
C -3.259 -0.481 0.387
C -2.027 0.022 -0.445
C -2.359 1.176 -1.327
N -1.740 -1.152 -1.287
H -5.799 0.971 1.395
H -4.818 0.705 2.772
H -5.385 -0.708 1.621
H -3.129 -1.213 1.118
H -3.962 -0.838 -0.366
H -1.348 0.239 0.290
H -1.392 1.450 -1.761
H -2.540 2.193 -0.876
H -3.106 0.937 -2.061
H -2.650 -1.316 -1.741
H -1.468 -1.974 -0.642
C 3.037 0.337 -2.793
O 2.156 0.035 -3.899
C 0.828 0.238 -3.540
C -0.039 -0.615 -4.405
C 0.200 -0.192 -5.888
N -1.387 -0.279 -4.083
H 2.813 1.236 -2.185
H 4.003 0.606 -3.183
H 3.210 -0.420 -2.058
H 0.735 -0.013 -2.471
H 0.591 1.295 -3.463
H 0.109 -1.670 -4.333
H -0.554 -0.525 -6.616
H 1.242 -0.343 -6.163
H 0.051 0.873 -6.068
H -1.430 0.735 -3.816
H -1.516 -0.801 -3.203
C 1.179 -2.517 -0.968
O 1.645 -3.785 -0.581
C 2.055 -3.853 0.814
C 2.109 -5.332 1.174
C 3.261 -6.061 0.540
N 0.967 -6.007 0.661
H 0.607 -2.413 -1.860
H 1.947 -1.731 -0.782
H 0.430 -2.493 -0.298
H 3.018 -3.312 1.020
H 1.265 -3.433 1.349
H 2.131 -5.386 2.200
H 4.187 -5.501 0.467
H 2.985 -6.030 -0.502
H 3.472 -7.101 0.925
H 0.192 -5.489 1.159
H 0.944 -5.588 -0.265
C 1.004 -2.784 4.181
O 0.562 -1.751 3.320
C -0.854 -1.411 3.355
C -1.089 0.082 3.810
C -0.448 0.295 5.212
N -2.478 0.331 3.999
H 0.425 -2.774 5.186
H 2.047 -2.575 4.468
H 0.906 -3.828 3.738
H -1.353 -1.748 2.415
H -1.288 -2.062 4.195
H -0.628 0.644 2.960
H 0.600 0.157 5.263
H -0.976 -0.165 6.131
H -0.493 1.409 5.373
H -3.032 -0.076 4.812
H -3.044 0.365 3.159
O 2.855 -0.544 2.671
C 2.935 0.005 1.358
C 1.510 0.388 0.982
O 1.474 0.856 -0.211
H 1.934 -0.546 2.950
H 3.559 0.926 1.289
H 3.335 -0.619 0.596
H 1.076 1.040 1.722
H 0.875 -0.534 1.106
H 1.013 1.704 -0.090

98
Properties=species:S:1:pos:R:3 method="wB97M-V/def2-TZVPD" energy_ev=-51157.949 multiplicity=2 max_force_ev_per_a=3.77 homo_lumo_gap_ev="8.24 / 3.96"
N -0.446 0.197 -0.199
O -0.960 0.620 0.815
O 0.161 0.888 -0.953
O -0.676 -0.987 -0.551
C -2.673 -0.146 -5.139
C -2.197 -1.485 -4.522
C -1.580 -2.460 -5.575
O -0.830 -3.501 -5.074
C -0.208 -4.318 -5.917
N -1.204 -1.174 -3.532
H -3.035 -0.378 -6.141
H -1.826 0.487 -5.405
H -3.358 0.327 -4.436
H -3.054 -2.024 -4.120
H -0.943 -1.815 -6.180
H -2.365 -2.878 -6.206
H -0.731 -4.984 -6.603
H 0.205 -5.074 -5.249
H 0.710 -3.908 -6.339
H -1.527 -0.395 -2.976
H -0.519 -0.591 -3.992
C 5.297 6.044 -1.642
C 4.312 4.891 -1.637
C 2.898 5.248 -1.765
O 2.114 4.070 -1.326
C 0.720 4.399 -1.345
N 4.866 3.923 -2.583
H 5.397 6.452 -2.648
H 6.268 5.739 -1.253
H 5.060 6.899 -1.010
H 4.385 4.489 -0.626
H 2.626 5.465 -2.798
H 2.665 6.164 -1.223
H 0.642 5.322 -0.770
H 0.004 3.738 -0.857
H 0.414 4.515 -2.385
H 5.860 4.083 -2.503
H 4.605 4.382 -3.444
C -3.580 -4.034 1.588
C -2.818 -4.153 0.252
C -3.385 -3.239 -0.909
O -2.827 -3.709 -2.133
C -3.542 -4.833 -2.739
N -1.428 -3.772 0.348
H -4.558 -4.510 1.521
H -3.645 -2.949 1.670
H -3.019 -4.525 2.383
H -2.763 -5.197 -0.057
H -3.093 -2.204 -0.734
H -4.466 -3.326 -1.016
H -4.511 -4.521 -3.129
H -3.769 -5.717 -2.143
H -2.859 -5.111 -3.541
H -1.227 -2.862 0.738
H -1.010 -4.350 1.064
C 0.508 -0.728 4.175
C -0.185 -2.045 3.914
C -1.627 -2.126 4.416
O -1.700 -1.673 5.836
C -1.372 -2.789 6.730
N -0.227 -2.276 2.430
H -0.084 0.031 3.664
H 1.526 -0.712 3.785
H 0.482 -0.440 5.226
H 0.446 -2.759 4.442
H -1.952 -3.157 4.277
H -2.265 -1.477 3.817
H -0.295 -2.911 6.616
H -1.901 -3.651 6.322
H -1.716 -2.502 7.723
H 0.748 -2.374 2.185
H -0.424 -1.391 1.984
C 2.453 2.269 3.310
C 2.854 2.463 1.827
C 4.408 2.611 1.709
O 4.708 2.497 0.276
C 6.117 2.422 0.228
N 2.371 1.339 1.099
H 2.986 3.033 3.877
H 2.976 1.433 3.773
H 1.390 2.107 3.492
H 2.419 3.358 1.382
H 4.805 1.793 2.310
H 4.752 3.538 2.166
H 6.808 1.828 0.827
H 6.524 3.432 0.273
H 6.451 2.150 -0.774
H 1.362 1.350 1.145
H 2.532 0.590 1.757
C -3.910 0.720 2.722
C -4.060 1.923 1.821
O -3.694 1.523 0.581
H -4.012 -0.294 2.336
H -4.534 0.794 3.612
H -2.907 0.741 3.147
H -3.427 2.751 2.139
H -5.079 2.295 1.711
H -2.834 1.103 0.661

109
Properties=species:S:1:pos:R:3 method="wB97M-V/def2-TZVPD" energy_ev=-72524.153 total_charge=-1 max_force_ev_per_a=4.81 de_lowest_kj_mol=474.40 homo_lumo_gap_ev=8.62
O 1.388 -1.391 0.363
C 1.036 -2.368 -0.293
O -0.131 -2.925 -0.219
B -0.279 -3.979 -1.262
O 1.074 -3.974 -1.956
C 1.832 -3.118 -1.375
O 3.056 -3.046 -1.614
O -1.340 -3.608 -2.288
C -2.002 -4.739 -2.546
O -3.046 -4.910 -3.181
C -1.591 -5.800 -1.502
O -0.634 -5.257 -0.669
O -2.219 -6.835 -1.190
C 3.284 5.009 3.445
C 4.506 4.989 2.428
C 4.920 6.479 2.062
C 5.733 7.147 3.089
C 6.984 6.255 3.341
C 6.717 4.788 3.712
N 5.663 4.203 2.949
O 5.312 2.944 3.427
C 8.060 4.143 3.662
C 6.393 4.755 5.232
C 4.141 4.253 1.165
H 3.054 3.965 3.658
H 2.495 5.520 2.893
H 3.404 5.531 4.395
H 5.147 6.711 1.022
H 4.009 7.060 2.204
H 5.358 7.490 4.053
H 6.203 8.052 2.706
H 7.535 6.725 4.155
H 7.722 6.377 2.548
H 8.081 3.183 4.178
H 8.171 4.047 2.582
H 8.960 4.582 4.094
H 6.331 3.689 5.451
H 7.158 5.182 5.880
H 5.423 5.188 5.479
H 3.584 3.333 1.342
H 4.987 3.946 0.551
H 3.528 4.798 0.446
H 5.793 2.340 2.858
C -1.962 3.382 0.184
C -3.542 3.395 0.368
C -4.131 2.386 -0.592
C -3.980 0.933 -0.003
C -4.634 0.871 1.364
C -4.120 1.873 2.419
N -3.968 3.208 1.814
O -3.597 4.138 2.822
C -5.026 1.836 3.666
C -2.725 1.335 2.959
C -3.997 4.749 -0.051
H -1.517 3.836 1.070
H -1.476 3.892 -0.647
H -1.500 2.401 0.293
H -5.189 2.577 -0.771
H -3.621 2.238 -1.544
H -2.933 0.636 -0.061
H -4.256 0.202 -0.763
H -4.544 -0.164 1.694
H -5.701 1.072 1.272
H -4.794 2.519 4.484
H -6.033 2.127 3.370
H -4.908 0.900 4.212
H -2.007 1.179 2.153
H -2.316 2.032 3.690
H -2.877 0.364 3.431
H -4.033 4.899 -1.130
H -3.368 5.384 0.572
H -5.016 4.888 0.311
H -4.323 4.765 2.840
O -2.913 -5.399 -8.318
H -3.671 -5.982 -8.292
H -3.164 -4.655 -7.771
O 1.383 -0.854 4.632
H 1.759 -1.049 3.774
H 0.912 -0.031 4.507
O 3.590 -0.190 -4.403
H 3.751 -0.972 -4.932
H 4.232 -0.244 -3.695
O -7.653 -7.509 -2.734
H -7.063 -8.240 -2.918
H -7.135 -6.912 -2.195
O 2.996 -8.109 -1.996
H 3.029 -7.353 -2.581
H 2.347 -7.873 -1.333
O -3.044 -1.289 -6.046
H -2.207 -1.645 -5.747
H -3.365 -0.775 -5.305
O -2.289 -10.850 0.337
H -2.672 -10.041 -0.001
H -2.136 -10.675 1.265
O -6.131 -4.686 -0.345
H -6.775 -4.888 0.334
H -5.384 -4.325 0.133
O 4.172 -4.044 -5.165
H 3.726 -4.887 -5.252
H 4.422 -3.999 -4.243
O -2.510 -10.149 -4.321
H -2.306 -9.860 -5.210
H -2.275 -9.404 -3.767
O -7.003 -3.297 -5.353
H -6.547 -2.644 -5.886
H -6.362 -3.557 -4.692
O 0.471 -2.693 -6.393
H 0.999 -3.255 -6.961
H 1.109 -2.257 -5.828

Repeat the second record exactly.
95
Properties=species:S:1:pos:R:3 method="wB97M-V/def2-TZVPD" energy_ev=-45578.133 smiles=COC[C@H](C)N.COC[C@H](C)N.COC[C@H](C)N.COC[C@H](C)N.COC[C@H](C)N.OCCO max_force_ev_per_a=6.03 de_lowest_kj_mol=617.14 homo_lumo_gap_ev=9.12
C -0.828 7.654 -1.950
O -0.027 6.493 -1.788
C -0.478 5.536 -0.876
C 0.432 4.301 -0.719
C 0.733 3.559 -2.009
N -0.103 3.370 0.194
H -0.952 8.133 -0.952
H -1.769 7.368 -2.362
H -0.341 8.343 -2.677
H -0.615 6.076 0.040
H -1.488 5.343 -1.137
H 1.400 4.652 -0.319
H 0.968 4.221 -2.885
H -0.089 2.933 -2.340
H 1.623 2.870 -1.684
H -0.460 3.984 0.914
H -0.982 3.019 -0.164
C -5.032 0.327 1.774
O -3.874 0.594 1.042
C -3.259 -0.481 0.387
C -2.027 0.022 -0.445
C -2.359 1.176 -1.327
N -1.740 -1.152 -1.287
H -5.799 0.971 1.395
H -4.818 0.705 2.772
H -5.385 -0.708 1.621
H -3.129 -1.213 1.118
H -3.962 -0.838 -0.366
H -1.348 0.239 0.290
H -1.392 1.450 -1.761
H -2.540 2.193 -0.876
H -3.106 0.937 -2.061
H -2.650 -1.316 -1.741
H -1.468 -1.974 -0.642
C 3.037 0.337 -2.793
O 2.156 0.035 -3.899
C 0.828 0.238 -3.540
C -0.039 -0.615 -4.405
C 0.200 -0.192 -5.888
N -1.387 -0.279 -4.083
H 2.813 1.236 -2.185
H 4.003 0.606 -3.183
H 3.210 -0.420 -2.058
H 0.735 -0.013 -2.471
H 0.591 1.295 -3.463
H 0.109 -1.670 -4.333
H -0.554 -0.525 -6.616
H 1.242 -0.343 -6.163
H 0.051 0.873 -6.068
H -1.430 0.735 -3.816
H -1.516 -0.801 -3.203
C 1.179 -2.517 -0.968
O 1.645 -3.785 -0.581
C 2.055 -3.853 0.814
C 2.109 -5.332 1.174
C 3.261 -6.061 0.540
N 0.967 -6.007 0.661
H 0.607 -2.413 -1.860
H 1.947 -1.731 -0.782
H 0.430 -2.493 -0.298
H 3.018 -3.312 1.020
H 1.265 -3.433 1.349
H 2.131 -5.386 2.200
H 4.187 -5.501 0.467
H 2.985 -6.030 -0.502
H 3.472 -7.101 0.925
H 0.192 -5.489 1.159
H 0.944 -5.588 -0.265
C 1.004 -2.784 4.181
O 0.562 -1.751 3.320
C -0.854 -1.411 3.355
C -1.089 0.082 3.810
C -0.448 0.295 5.212
N -2.478 0.331 3.999
H 0.425 -2.774 5.186
H 2.047 -2.575 4.468
H 0.906 -3.828 3.738
H -1.353 -1.748 2.415
H -1.288 -2.062 4.195
H -0.628 0.644 2.960
H 0.600 0.157 5.263
H -0.976 -0.165 6.131
H -0.493 1.409 5.373
H -3.032 -0.076 4.812
H -3.044 0.365 3.159
O 2.855 -0.544 2.671
C 2.935 0.005 1.358
C 1.510 0.388 0.982
O 1.474 0.856 -0.211
H 1.934 -0.546 2.950
H 3.559 0.926 1.289
H 3.335 -0.619 0.596
H 1.076 1.040 1.722
H 0.875 -0.534 1.106
H 1.013 1.704 -0.090